1.
# C25H43CrF6NO5S3

A molecular structure, C25H43CrF6NO5S3 (the ωB97M-V functional and the def2-TZVPD basis, the OMol25 dataset).

Values from the calculation:
2S+1: 2
Total charge: +1
<S²>: 0.7750
E_LUMO (alpha / beta) in Eh: -0.14753 / -0.12633
HOMO (alpha / beta) in eV: -12.68 / -12.41
Gap between HOMO and LUMO (alpha / beta) in eV: 8.667 / 8.971

```
84
Properties=species:S:1:pos:R:3:mulliken_charge:R:1
H -3.058 -2.452 2.316 0.3247
H 1.170 -0.810 -4.998 0.4185
O 1.284 0.841 -1.117 -0.6035
H -0.483 0.611 3.977 -0.0084
C 4.066 1.724 -3.384 -0.6580
H 5.356 0.015 -3.697 0.3811
H 1.728 -2.507 -3.398 0.5808
H 4.825 2.488 -3.568 0.5107
H -0.868 3.803 3.069 0.6205
C -0.939 2.738 2.845 -2.0370
O 1.347 -1.410 0.413 -0.3715
C -1.660 1.172 0.886 0.0340
H -0.421 4.395 0.897 0.5554
H 0.439 -1.579 -2.654 -0.4494
C -2.157 -0.330 -0.829 0.3479
H -4.064 -0.225 2.726 0.3130
H 0.455 2.925 0.489 0.1506
C -1.489 2.599 1.429 1.4380
H 4.021 -0.310 -2.595 0.0911
C 1.049 0.903 -3.807 -0.7081
H 1.299 1.627 -4.589 0.7556
C 4.740 0.446 -2.909 -1.0135
F 3.218 -4.763 4.457 -0.1999
C -1.739 -0.165 1.461 1.4639
F 3.719 1.117 0.667 -0.2232
C -2.289 -0.272 -3.367 -1.4902
H -2.364 -2.498 3.927 0.4697
H -2.969 -0.514 -4.184 0.5865
H 5.389 0.652 -2.058 0.3629
H 0.058 2.313 2.942 0.2451
C -0.537 3.382 0.511 -1.8077
H -0.906 3.471 -0.510 0.3432
H -3.145 1.093 3.452 0.2814
S 1.368 1.831 -2.309 0.4113
O 1.032 -3.745 2.628 -0.5950
S 2.328 -3.153 2.654 0.9263
H -3.214 -2.911 -1.353 0.4123
H -3.478 -0.363 4.384 0.4871
F 4.580 -0.423 1.909 -0.2071
C 3.025 -3.454 4.337 0.6522
H -3.594 2.732 2.011 0.2969
C -2.805 -0.893 -2.074 1.9390
C -1.951 -1.051 0.366 -0.7590
H -2.024 -2.122 0.445 0.7989
C 1.660 -0.470 -4.081 -0.8704
S 1.996 -0.699 1.551 0.6704
H -4.867 -1.016 -2.716 0.5030
C -2.181 -2.176 2.902 -2.2148
H 2.102 -1.349 -2.126 -0.2684
H -2.019 1.847 -1.205 0.6918
C 1.478 -1.526 -2.998 -0.0080
H -4.689 -0.903 -0.963 0.3500
F 4.016 -0.880 -0.130 -0.2206
C -0.800 -0.420 3.901 -1.3284
C -2.880 3.255 1.375 -1.6598
F 4.179 -2.818 4.483 -0.2122
H -2.229 0.817 -3.309 0.3590
H -3.280 3.269 0.361 0.3121
C -2.649 -2.412 -2.140 -1.8930
Cr -0.063 0.026 0.027 0.5925
H 2.715 -0.370 -4.334 0.4233
C -3.230 0.011 3.390 -1.6275
F 2.173 -3.043 5.267 -0.2157
H -2.814 4.286 1.724 0.4879
H 3.568 1.584 -4.347 0.2416
H -1.310 -0.676 -3.633 0.0421
H -3.028 -2.779 -3.094 0.4693
C -1.918 1.023 -0.517 -0.5586
H 0.065 -1.030 3.663 0.1062
C 3.704 -0.185 0.954 0.4633
H -1.314 -2.731 2.540 0.4503
C -1.933 -0.660 2.906 1.9458
N 2.214 -1.514 2.803 -0.2439
H -4.461 0.533 -1.970 0.3572
H -1.588 2.299 3.597 0.2948
O 3.326 -3.513 1.701 -0.5871
C 3.106 2.332 -2.365 -0.4369
C -4.298 -0.544 -1.915 -1.7632
H 3.025 3.413 -2.488 0.6329
H 3.434 2.149 -1.342 0.0224
H -1.605 -2.719 -2.057 0.3115
O 1.236 0.553 1.702 -0.4858
H -1.147 -0.735 4.886 0.6934
H -0.039 0.844 -3.798 0.1063
```



2.
# C25H43F3FeO3P2S

A molecular structure, C25H43F3FeO3P2S (the ωB97M-V functional and the def2-TZVPD basis, the OMol25 dataset).

Values from the calculation:
2S+1: 6
Total charge: +1
<S²>: 8.7860
E_LUMO (alpha / beta) in Eh: -0.11175 / -0.19253
HOMO (alpha / beta) in eV: -10.17 / -10.17
Gap between HOMO and LUMO (alpha / beta) in eV: 7.134 / 4.935

```
78
Properties=species:S:1:pos:R:3:mulliken_charge:R:1
C -0.665 1.409 0.661 0.8181
H 2.804 -0.732 0.252 0.1519
C 1.469 -3.390 -1.394 -1.0285
C 1.220 -0.297 -2.648 0.3865
H 0.908 -3.121 -3.483 -0.2565
H -1.744 1.375 -8.522 0.4602
C 0.412 0.520 0.953 0.9227
H -3.085 -2.411 -5.356 0.4386
H 1.358 2.153 -6.678 0.5197
C -0.267 -0.262 -2.644 1.7995
C 0.330 -0.677 1.803 -0.5709
C -2.731 -1.943 -6.283 -1.1082
C -0.998 -1.609 -2.549 -0.9579
H 1.529 -4.492 -1.460 0.4599
H 1.695 0.688 -2.580 0.7925
H -2.155 1.633 2.165 0.3322
H 3.530 0.698 -0.513 0.3236
C -0.825 -2.262 -1.212 0.0812
H 0.953 2.766 -5.035 0.3171
C -0.155 2.466 -0.143 0.3422
H 1.140 1.011 -5.307 0.2453
F -2.826 -2.805 4.324 -0.2427
C 0.184 -3.005 -0.743 -0.5117
H -0.736 -2.253 -3.399 -0.3232
O -2.547 -2.145 1.385 -0.7201
H -0.656 -1.157 1.716 -0.2697
O -4.107 -3.978 1.923 -0.6587
H -1.565 4.033 -6.963 0.4049
P -1.017 1.848 -6.036 0.7849
H -0.857 4.142 -5.307 0.3770
H 2.567 3.877 -0.521 0.3656
O -1.826 -4.479 1.072 -0.6617
Fe -2.111 0.137 -6.355 -0.2691
C -2.075 -3.590 3.513 0.6130
H 0.914 -3.000 -6.282 0.3904
C -2.051 1.252 1.137 -1.3351
H 0.064 -3.441 0.255 0.7564
H -0.579 3.934 -1.630 0.2932
H 0.304 -0.735 -7.886 0.4753
H 2.289 -3.088 -0.721 0.2251
H -0.437 -3.738 -5.354 0.4098
H -1.983 3.425 -0.660 0.3786
C 1.579 1.013 0.301 -0.0496
C 2.905 0.361 0.322 -1.2967
H 0.478 -0.423 2.867 0.4747
H -0.606 0.274 -3.551 -1.1371
F -0.797 -3.119 3.537 -0.2311
H 2.969 2.506 -1.572 0.3125
H 3.050 -1.135 -3.155 0.4137
C 1.230 2.222 -0.366 1.0796
H 2.618 -3.318 -3.197 0.5312
H -1.292 -1.108 -8.590 0.4632
F -2.070 -4.850 4.010 -0.2373
S -2.724 -3.557 1.759 1.0347
H 1.599 3.571 -1.975 0.3465
H 3.442 0.585 1.258 0.3700
C -0.984 0.994 -7.822 -0.9151
C 1.716 -2.819 -2.809 -0.5167
H -2.075 -1.388 -2.635 0.5944
H -2.545 3.599 -5.532 0.3679
C 2.137 3.083 -1.151 -1.5066
P -0.936 -1.510 -6.054 0.7169
H -0.015 1.458 -8.031 0.3939
C -0.776 -0.549 -7.798 -0.7662
H -2.764 -2.658 -7.112 0.5022
H -0.766 4.515 0.034 0.3348
H -0.618 0.382 -1.827 -0.5837
C -0.909 3.643 -0.624 -1.6380
H -1.680 -2.111 -0.539 0.1059
H -0.554 -3.599 -7.152 0.4960
H -2.745 1.814 0.501 0.3612
C -1.535 3.581 -5.965 -1.1880
H -2.352 0.194 1.151 0.1995
H 1.098 -1.414 1.530 0.4039
C -0.178 -3.125 -6.233 -1.3604
C 0.796 1.951 -5.753 -1.2566
H -3.399 -1.082 -6.509 0.2735
C 2.009 -1.353 -2.884 -1.0443
```



3.
# C25H43F3LuO3P2S

A molecular structure, C25H43F3LuO3P2S (the ωB97M-V functional and the def2-TZVPD basis, the OMol25 dataset).

Values from the calculation:
2S+1: 1
Total charge: +1
E_LUMO in Eh: -0.16951
HOMO in eV: -9.51
Gap between HOMO and LUMO in eV: 4.895

```
78
Properties=species:S:1:pos:R:3:mulliken_charge:R:1
H 3.067 -2.124 1.409 0.2196
C -1.430 0.996 -6.501 -0.9436
H 0.853 2.267 -7.082 0.3642
C 0.717 -0.526 5.705 -1.2880
H 2.439 -2.713 -1.551 0.2872
C 0.913 2.299 -5.984 -1.1469
C -1.450 3.673 -6.171 -1.1533
H -0.678 4.502 3.016 0.3840
H -1.053 1.281 -7.495 0.5294
C 1.420 -0.077 -1.214 -0.3430
C 0.127 -2.910 0.190 -0.4561
H 2.259 3.475 2.371 0.3006
H 3.226 -3.683 0.664 0.5019
O -3.119 -2.561 2.460 -0.5340
C 1.138 0.873 3.584 0.7474
C 0.560 -1.895 -4.452 -0.8427
C -0.056 -2.193 -1.110 -0.1562
P -0.784 2.221 -5.230 0.1378
H -0.603 -0.200 -1.813 0.2354
H 1.091 -3.615 1.892 0.3883
H -1.062 2.087 7.053 0.3721
H 1.425 0.997 -1.429 0.5740
H -0.440 -0.320 -0.077 -0.8833
H 1.240 -0.133 6.591 0.3269
F -2.154 -1.822 6.047 -0.1973
C 2.639 -2.751 0.608 -0.6342
C 0.742 2.168 3.128 0.4071
H 2.447 0.128 2.036 -0.0290
H 1.370 3.252 -5.685 0.3943
H 1.364 -1.273 5.229 0.3143
H -2.545 3.679 -6.092 0.3714
C -0.487 1.675 5.036 0.4017
C 2.361 0.167 3.131 -1.2872
H -1.881 0.699 6.334 0.2044
H 0.070 -2.849 -4.678 0.3158
H -1.166 3.622 -7.233 0.3050
H 1.155 -1.980 -3.538 -0.1823
C 0.399 0.580 4.777 0.6298
H -0.064 -0.690 -6.659 0.4024
H 3.257 0.681 3.514 0.2793
C 1.214 -3.096 0.925 -0.7854
H -2.527 1.085 -6.518 0.4447
H -2.119 3.698 3.663 0.2939
O -2.865 -0.450 3.845 -0.7799
H -1.046 4.594 -5.734 0.3838
C 1.391 2.901 2.010 -1.4410
C -0.258 2.668 4.028 0.1561
H -0.184 -1.034 6.051 0.1650
Lu -1.241 0.768 2.936 1.4228
H 3.430 -0.010 -0.681 0.3909
H 0.628 -2.562 -1.873 0.1416
H 1.241 -1.632 -5.270 0.4959
H -1.761 -1.148 -6.419 0.4486
C -1.499 1.707 6.120 -1.3263
C 0.042 -0.647 -1.028 0.6651
H -2.329 -1.769 -2.892 0.3006
H -2.269 -2.408 -4.573 0.3883
C -2.167 -2.708 5.013 0.6219
H -3.108 -0.865 -4.218 0.3871
C -1.053 3.909 3.855 -1.3937
H 1.766 2.217 1.240 0.2249
H 1.537 1.472 -5.625 0.2862
P -0.704 -0.562 -4.273 0.8183
H 0.710 3.603 1.517 0.4299
C -0.993 -0.415 -6.135 -0.9090
H -0.826 -3.252 0.620 0.3963
C 2.915 -2.110 -0.774 -1.0011
H -1.019 4.534 4.756 0.3693
H 4.006 -2.176 -0.920 0.5457
S -2.328 -1.787 3.363 1.0787
F -3.233 -3.512 5.183 -0.1897
H -2.347 2.354 5.861 0.3392
C 2.588 -0.669 -0.883 -0.3829
O -0.930 -1.453 2.870 -0.2473
F -1.033 -3.449 5.072 -0.1996
C -2.255 -1.504 -3.952 -1.3784
H 2.395 -0.860 3.501 0.4642
H -1.079 -2.434 -1.441 0.0582
```



Question: What is the formula in the second record?
Answer: C25H43F3FeO3P2S



Question: Which of these has the highest 2S+1?
Answer: C25H43F3FeO3P2S



Question: Which of these has the highest 2S+1?
Answer: C25H43F3FeO3P2S